{"formula": "C57H138FO39P9", "method": "ωB97M-V with the def2-TZVPD basis set", "symbols": ["O", "C", "O", "C", "C", "F", "O", "H", "H", "H", "C", "C", "O", "P", "O", "O", "C", "C", "O", "C", "C", "H", "H", "H", "H", "H", "H", "H", "H", "H", "H", "H", "H", "H", "H", "H", "C", "C", "O", "P", "O", "O", "C", "C", "O", "C", "C", "H", "H", "H", "H", "H", "H", "H", "H", "H", "H", "H", "H", "H", "H", "H", "C", "C", "O", "P", "O", "O", "C", "C", "O", "C", "C", "H", "H", "H", "H", "H", "H", "H", "H", "H", "H", "H", "H", "H", "H", "H", "C", "C", "O", "P", "O", "O", "C", "C", "O", "C", "C", "H", "H", "H", "H", "H", "H", "H", "H", "H", "H", "H", "H", "H", "H", "H", "C", "C", "O", "P", "O", "O", "C", "C", "O", "C", "C", "H", "H", "H", "H", "H", "H", "H", "H", "H", "H", "H", "H", "H", "H", "H", "C", "C", "O", "P", "O", "O", "C", "C", "O", "C", "C", "H", "H", "H", "H", "H", "H", "H", "H", "H", "H", "H", "H", "H", "H", "H", "C", "C", "O", "P", "O", "O", "C", "C", "O", "C", "C", "H", "H", "H", "H", "H", "H", "H", "H", "H", "H", "H", "H", "H", "H", "H", "C", "C", "O", "P", "O", "O", "C", "C", "O", "C", "C", "H", "H", "H", "H", "H", "H", "H", "H", "H", "H", "H", "H", "H", "H", "H", "C", "C", "O", "P", "O", "O", "C", "C", "O", "C", "C", "H", "H", "H", "H", "H", "H", "H", "H", "H", "H", "H", "H", "H", "H", "H"], "coordinates": [[-25.8798, -18.3756, 8.2619], [-26.1622, -19.5731, 8.3414], [-26.6177, -20.3605, 9.3760], [-26.8278, -21.6516, 8.9899], [-26.2519, -21.7533, 7.6302], [-27.1112, -22.3701, 6.8791], [-26.0877, -20.3785, 7.2588], [-26.2372, -22.2983, 9.6387], [-27.8461, -22.0374, 8.9412], [-25.3148, -22.2981, 7.5163], [-16.9203, -20.3072, -2.3344], [-17.6172, -20.6380, -3.7161], [-18.0861, -19.3444, -4.1063], [-19.6995, -19.0110, -3.9552], [-20.5859, -20.0774, -4.5499], [-19.8240, -18.8139, -2.3214], [-20.8085, -18.0620, -1.7378], [-20.5700, -18.0106, -0.1634], [-19.9339, -17.5223, -4.5838], [-19.5993, -17.1782, -5.9272], [-18.3961, -16.1409, -5.9347], [-16.1655, -19.5308, -2.4596], [-17.6107, -19.9795, -1.5572], [-16.3778, -21.1961, -2.0127], [-16.9301, -21.1153, -4.4148], [-18.3870, -21.3687, -3.4681], [-20.6182, -17.0156, -1.9766], [-21.8521, -18.3004, -1.9431], [-21.1464, -17.2516, 0.3655], [-20.8411, -18.9909, 0.2287], [-19.5009, -17.8645, -0.0092], [-19.3087, -18.0418, -6.5254], [-20.4439, -16.7730, -6.4845], [-18.4318, -15.1565, -5.4680], [-17.4225, -16.5759, -5.7091], [-18.2625, -15.8964, -6.9885], [-12.2276, -2.9193, 11.9118], [-13.1906, -2.7471, 10.7344], [-13.0683, -3.9636, 10.0285], [-14.2615, -4.3618, 9.0304], [-15.0108, -3.2409, 8.4520], [-13.4076, -5.2556, 7.9403], [-13.7775, -5.3102, 6.5265], [-13.6423, -6.6678, 5.9184], [-15.1370, -5.4850, 9.8243], [-16.1320, -6.0741, 9.0922], [-17.1492, -6.7837, 10.0234], [-12.3836, -2.1582, 12.6763], [-12.4883, -3.8301, 12.4510], [-11.1621, -2.9839, 11.6916], [-14.1520, -2.4245, 11.1340], [-12.8737, -1.9381, 10.0762], [-14.8078, -4.9981, 6.3559], [-13.2732, -4.5642, 5.9123], [-14.0484, -6.6857, 4.9071], [-12.5813, -6.8896, 6.0337], [-14.2665, -7.3409, 6.5061], [-16.6537, -5.2047, 8.6921], [-15.7973, -6.7071, 8.2704], [-17.7637, -7.4838, 9.4574], [-16.7005, -7.3662, 10.8281], [-17.8194, -6.1243, 10.5748], [-14.6813, -20.1022, 15.0665], [-14.7298, -21.6907, 14.7922], [-15.1196, -22.3444, 15.9531], [-14.6596, -23.9232, 16.3659], [-15.2274, -24.4065, 17.6510], [-15.0699, -24.7999, 15.0469], [-14.0708, -25.1582, 14.1332], [-14.9302, -25.7803, 12.9783], [-13.0512, -23.7753, 16.3413], [-12.3660, -22.9695, 17.2367], [-12.2577, -23.6191, 18.5872], [-14.1008, -19.7791, 15.9306], [-14.1585, -19.6599, 14.2185], [-15.6673, -19.6378, 15.0823], [-15.4624, -21.9019, 14.0133], [-13.7207, -22.0407, 14.5748], [-13.4675, -24.3289, 13.7641], [-13.3808, -25.8338, 14.6388], [-15.8950, -25.2846, 12.8707], [-14.3561, -25.7917, 12.0518], [-15.0881, -26.8386, 13.1859], [-11.3642, -22.8731, 16.8181], [-12.7563, -21.9519, 17.2547], [-11.8467, -22.9321, 19.3271], [-13.1823, -24.0190, 19.0035], [-11.4991, -24.3907, 18.4560], [-26.8848, -19.8027, 17.2548], [-27.2801, -19.8074, 18.7316], [-26.3005, -19.0658, 19.4130], [-26.5560, -17.5394, 19.7252], [-27.9909, -17.1494, 19.8700], [-25.6436, -16.8872, 18.5104], [-24.2787, -17.0996, 18.3603], [-24.0119, -17.2907, 16.8212], [-25.7200, -17.2695, 21.1354], [-26.4222, -16.9369, 22.2770], [-25.5874, -15.8356, 22.9257], [-26.6169, -18.7673, 17.0442], [-26.0718, -20.4810, 16.9961], [-27.7200, -19.9715, 16.5751], [-28.2708, -19.3880, 18.9069], [-27.3373, -20.8009, 19.1762], [-23.6129, -16.3607, 18.8061], [-23.9775, -18.0242, 18.8527], [-24.6223, -16.5681, 16.2796], [-22.9797, -17.1669, 16.4938], [-24.4181, -18.2203, 16.4225], [-27.3433, -16.3828, 22.0959], [-26.3668, -17.8079, 22.9299], [-25.6208, -14.9674, 22.2675], [-26.0366, -15.4672, 23.8480], [-24.5921, -16.1600, 23.2294], [-1.5193, -26.6849, 3.0517], [-1.6952, -28.1153, 3.5548], [-2.9389, -28.1743, 4.1707], [-3.5613, -29.6599, 4.3692], [-2.7980, -30.9182, 4.6832], [-4.6513, -29.4237, 5.5731], [-5.6248, -30.4064, 5.8036], [-7.0908, -30.0229, 5.4512], [-4.5743, -29.8257, 3.1133], [-4.2047, -30.4594, 1.9396], [-4.0016, -31.9809, 1.9033], [-1.6937, -25.8865, 3.7730], [-0.4924, -26.5481, 2.7127], [-2.0649, -26.4153, 2.1474], [-1.4607, -28.8434, 2.7783], [-1.0327, -28.3537, 4.3870], [-5.3510, -31.3248, 5.2842], [-5.5610, -30.5767, 6.8783], [-7.1756, -30.0085, 4.3646], [-7.8510, -30.7415, 5.7576], [-7.3554, -29.0186, 5.7822], [-5.0586, -30.2076, 1.3105], [-3.2951, -29.9516, 1.6190], [-4.0614, -32.3397, 0.8758], [-3.0641, -32.3489, 2.3202], [-4.8142, -32.5182, 2.3922], [-8.0439, -14.6508, 4.5653], [-6.8118, -14.1695, 3.7680], [-6.1648, -13.3405, 4.6751], [-4.5715, -13.2916, 4.6076], [-3.9982, -12.4108, 5.6406], [-4.0668, -14.8388, 4.7371], [-4.3506, -15.5909, 5.8923], [-5.0858, -16.9303, 5.4443], [-4.3371, -12.8501, 3.0556], [-4.8829, -11.6039, 2.5792], [-3.5946, -10.7268, 2.4616], [-7.8351, -14.5030, 5.6248], [-8.9899, -14.2481, 4.2033], [-8.1651, -15.7241, 4.4188], [-6.1237, -14.9854, 3.5467], [-7.1784, -13.5435, 2.9545], [-3.4359, -15.8793, 6.4102], [-5.0060, -15.0413, 6.5680], [-5.3811, -17.6352, 6.2215], [-6.0260, -16.6497, 4.9696], [-4.4496, -17.3143, 4.6469], [-5.4356, -11.7406, 1.6498], [-5.5262, -11.0902, 3.2936], [-3.8896, -9.7045, 2.2253], [-2.9452, -10.7305, 3.3370], [-3.0605, -11.1866, 1.6300], [-13.6830, -21.4928, 6.6496], [-15.1427, -21.4380, 6.0696], [-16.0225, -21.6309, 7.1330], [-17.5034, -21.0496, 6.8752], [-18.5418, -21.2997, 7.8875], [-17.1905, -19.4623, 6.6334], [-17.9604, -18.5744, 7.3609], [-17.1560, -17.2975, 7.6412], [-17.8788, -21.5957, 5.3626], [-17.9247, -22.9519, 5.1055], [-18.8767, -23.0294, 3.9975], [-12.9909, -21.5932, 5.8135], [-13.4241, -20.5463, 7.1240], [-13.4439, -22.2753, 7.3698], [-15.3170, -20.5679, 5.4367], [-15.3145, -22.2362, 5.3475], [-18.9682, -18.4650, 6.9604], [-18.2262, -18.9414, 8.3523], [-17.6723, -16.7378, 8.4211], [-16.2140, -17.4482, 8.1685], [-16.9611, -16.7479, 6.7203], [-16.9529, -23.3575, 4.8241], [-18.2854, -23.4635, 5.9978], [-19.8399, -22.5823, 4.2433], [-18.4351, -22.6523, 3.0751], [-19.0127, -24.0623, 3.6768], [-17.8290, -12.1613, -0.5877], [-18.1626, -11.0786, 0.4071], [-18.3704, -9.8197, -0.2324], [-19.6325, -8.8532, 0.1447], [-19.6454, -8.5037, 1.6101], [-20.9437, -9.7487, -0.3832], [-21.1036, -10.1193, -1.6904], [-22.2397, -9.2118, -2.2603], [-19.5270, -7.6270, -0.9442], [-20.3387, -6.4682, -0.6334], [-19.6060, -5.5123, 0.2460], [-17.4516, -13.0140, -0.0232], [-18.7194, -12.4673, -1.1369], [-17.1505, -11.7244, -1.3203], [-19.1763, -11.3730, 0.6786], [-17.5348, -10.9463, 1.2883], [-20.1465, -10.1734, -2.2091], [-21.4786, -11.1416, -1.7393], [-22.4217, -8.3932, -1.5640], [-21.9634, -8.8760, -3.2598], [-23.1128, -9.8544, -2.3733], [-20.5917, -5.9637, -1.5659], [-21.2830, -6.7628, -0.1757], [-18.6942, -5.2369, -0.2838], [-20.1797, -4.5857, 0.2645], [-19.2992, -5.8577, 1.2333], [-8.4100, -22.7465, -5.2532], [-8.4967, -21.5950, -4.2524], [-7.4720, -21.7834, -3.3225], [-7.8145, -21.6773, -1.6737], [-8.5210, -20.4304, -1.1852], [-8.6561, -23.0448, -1.3453], [-8.0940, -24.2770, -1.0429], [-9.0423, -25.4047, -1.3518], [-6.3346, -21.8929, -0.9703], [-5.3509, -20.9365, -1.3981], [-4.5078, -21.5118, -2.6497], [-7.4127, -22.8227, -5.6864], [-8.6247, -23.6325, -4.6557], [-9.1091, -22.6975, -6.0881], [-8.2800, -20.6338, -4.7184], [-9.4001, -21.5188, -3.6473], [-7.1821, -24.5333, -1.5822], [-7.6984, -24.2734, -0.0272], [-9.2765, -25.3853, -2.4161], [-8.6834, -26.4275, -1.2376], [-10.0126, -25.2691, -0.8740], [-5.7603, -19.9603, -1.6579], [-4.7468, -20.6978, -0.5227], [-3.5266, -21.0406, -2.7069], [-4.3825, -22.5911, -2.5621], [-5.0501, -21.2281, -3.5517]], "mol_weight_g_mol": 1745.46, "homo_energy_ev": -10.48, "gap_ha": 0.3965}

***

{"formula": "C3H4ClFN", "method": "ωB97M-V with the def2-TZVPD basis set", "symbols": ["C", "C", "C", "N", "F", "Cl", "H", "H", "H", "H"], "coordinates": [[1.6350, 1.0304, -0.3799], [-0.3968, -1.4663, 0.7152], [-0.7455, 0.9901, -0.6028], [0.5353, 0.9541, -0.6909], [0.8795, -1.4037, 0.8695], [-1.6452, 2.1209, 0.2100], [2.7119, 1.2390, -0.3879], [-0.6193, -1.9453, -0.1695], [-1.1189, -1.6349, 1.5591], [-1.2359, 0.1157, -1.1228]], "e_above_lowest_kj_mol": 181.92, "total_charge": 1, "mol_weight_g_mol": 108.52, "homo_energy_ev": [-13.19, -13.92], "gap_ha": [0.2400, 0.3276]}